{
  "formula": "C2H24NO10",
  "method": "ωB97M-V/def2-TZVPD",
  "symbols": ["N", "H", "H", "H", "H", "O", "C", "C", "O", "H", "H", "H", "H", "O", "H", "H", "O", "H", "H", "O", "H", "H", "O", "H", "H", "O", "H", "H", "O", "H", "H", "O", "H", "H", "O", "H", "H"],
  "positions_angstrom": [[-0.749, 1.584, -0.280], [-1.630, 1.791, -0.722], [-1.029, 0.702, 0.055], [-0.510, 2.097, 0.557], [-0.038, 1.492, -0.918], [1.479, -0.391, -0.826], [2.348, 0.249, 0.054], [3.099, -0.795, 0.948], [3.765, -0.267, 2.115], [1.760, 0.920, 0.713], [3.063, 0.840, -0.436], [3.881, -1.283, 0.429], [2.464, -1.543, 1.288], [-2.514, -2.070, 0.881], [-2.813, -1.744, 0.048], [-1.554, -1.883, 0.932], [-0.809, -1.799, -1.911], [0.042, -1.508, -1.608], [-0.932, -2.555, -1.389], [1.391, 2.563, 2.476], [1.483, 1.624, 2.523], [1.395, 2.813, 3.384], [-1.373, 0.735, -3.026], [-1.194, -0.158, -2.770], [-0.800, 0.686, -3.772], [-1.789, 0.585, 2.607], [-1.471, -0.241, 3.006], [-1.413, 1.297, 3.083], [-0.007, -1.273, 1.128], [0.609, -0.849, 0.497], [0.445, -2.034, 1.452], [1.270, -0.113, -3.426], [1.448, -0.057, -2.490], [2.112, 0.156, -3.776], [-3.570, 0.443, -0.413], [-3.901, -0.328, -0.860], [-3.959, 0.315, 0.450]],
  "total_energy_ha": -897.67306,
  "lumo_ev": 2.37,
  "mol_weight_g_mol": 222.2,
  "total_charge": -1,
  "relative_energy_kcal_mol": 92.6,
  "orbital_gap_ev": 4.41,
  "spin_multiplicity": 1
}